Record 1
{"formula": "C4H11N2O", "method": "ωB97M-V/def2-TZVPD", "elements": ["O", "C", "N", "C", "N", "C", "C", "H", "H", "H", "H", "H", "H", "H", "H", "H", "H", "H"], "coordinates": [[0.0916, 2.1734, 0.1965], [0.6299, 1.1131, -0.0328], [1.7472, 0.9631, -0.7837], [-0.0325, -0.2087, 0.3586], [-1.0644, 0.0420, 1.3943], [-0.6612, -2.5404, -0.5305], [-0.5142, -1.0540, -0.8300], [2.3670, 0.1751, -0.7004], [2.2092, 1.7605, -1.1863], [0.7377, -0.7989, 0.7982], [-1.1571, 1.0627, 1.5044], [-0.8239, -0.3236, 2.3567], [-2.0152, -0.2550, 1.0552], [0.2575, -2.9681, -0.1142], [-0.7652, -3.0030, -1.5127], [-1.4393, -2.8031, 0.1816], [0.1724, -0.8883, -1.6532], [-1.4779, -0.6781, -1.1846]], "de_lowest_ev": 1.1130, "spin_multiplicity": 2, "orbital_gap_ha": [0.149, 0.415], "largest_force_ha_per_bohr": 0.0246}

Record 2
{"formula": "C4H11N2O", "method": "ωB97M-V/def2-TZVPD", "elements": ["O", "C", "C", "N", "H", "H", "H", "H", "H", "C", "C", "N", "H", "H", "H", "H", "H", "H"], "coordinates": [[2.4298, -0.1203, -1.9172], [1.6621, -0.6758, -1.2060], [1.9002, -1.1882, 0.1911], [0.7674, -0.8042, 1.1172], [0.6507, -0.9396, -1.5653], [1.8782, -2.2758, 0.0943], [2.8630, -0.8724, 0.5838], [0.4569, -1.6146, 1.6480], [1.1493, -0.1734, 1.8170], [-0.9612, 1.7048, -0.6127], [-2.5255, 0.2800, 0.4118], [-1.3124, 0.4550, 0.0933], [-0.9207, 1.5275, -1.6852], [0.0238, 2.0145, -0.2648], [-1.6646, 2.5102, -0.4092], [-3.2895, 1.0285, 0.2251], [-2.8221, -0.6447, 0.8930], [-0.2854, -0.2113, 0.5857]], "de_lowest_ev": 2.6320, "spin_multiplicity": 1, "total_charge": 1, "orbital_gap_ha": 0.374, "largest_force_ha_per_bohr": 0.0208}

Record 3
{"formula": "C4H11N2O", "method": "ωB97M-V/def2-TZVPD", "elements": ["C", "C", "C", "C", "N", "N", "O", "H", "H", "H", "H", "H", "H", "H", "H", "H", "H", "H"], "coordinates": [[-2.2395, 0.1273, 0.2452], [2.7332, -0.1058, 0.2474], [0.3575, -1.0136, -0.4931], [1.1748, 0.0363, 0.1265], [-3.3486, -0.5029, 0.0756], [-1.9639, 1.3592, 0.0705], [0.7664, 1.2343, -0.4720], [3.1402, 0.6101, 0.9885], [3.0117, -1.0933, 0.4846], [3.1185, 0.1005, -0.6712], [0.4857, -2.1215, -0.3714], [-0.3209, -0.5020, -1.1829], [0.7546, 0.1011, 1.2020], [-3.5520, -1.5365, -0.1585], [-4.2644, -0.0855, -0.2591], [-1.0470, 1.6346, 0.0624], [-2.8534, 1.9370, -0.0110], [1.3009, 1.4221, -1.2945]], "de_lowest_ev": 5.9349, "spin_multiplicity": 1, "total_charge": 1, "orbital_gap_ha": [0.358, 0.232], "largest_force_ha_per_bohr": 0.1083}

Record 4
{"formula": "C4H11N2O", "method": "ωB97M-V/def2-TZVPD", "elements": ["C", "C", "C", "C", "N", "N", "O", "H", "H", "H", "H", "H", "H", "H", "H", "H", "H", "H"], "coordinates": [[2.3024, -2.3984, 0.5714], [1.0492, -1.6870, 0.9366], [0.0923, -1.3895, 0.0788], [-1.3894, 2.6700, -0.4218], [-0.3227, 3.2781, -0.5760], [-1.5028, 1.3938, -1.1228], [-1.0782, -0.6925, 0.4091], [2.3158, -2.6687, -0.4799], [2.4077, -3.2988, 1.1738], [0.9495, -1.4077, 1.9786], [0.1199, -1.6408, -0.9692], [-2.2688, 2.9112, 0.1787], [3.1577, -1.7585, 0.7856], [-0.1790, 4.1579, -0.0947], [-2.4308, 1.2550, -1.5358], [-0.7690, 1.3723, -1.8434], [-1.3211, 0.5377, -0.4420], [-1.1327, -0.6341, 1.3731]], "de_lowest_ev": 2.4905, "spin_multiplicity": 1, "total_charge": 1, "orbital_gap_ha": 0.355, "largest_force_ha_per_bohr": 0.0162}

Record 5
{"formula": "C4H11N2O", "method": "ωB97M-V/def2-TZVPD", "elements": ["O", "C", "C", "N", "H", "H", "H", "H", "H", "C", "C", "N", "H", "H", "H", "H", "H", "H"], "coordinates": [[-0.4849, 0.2235, -1.9431], [-0.3810, -0.9740, -1.6740], [0.1250, -1.4872, -0.3409], [0.5976, -2.8574, -0.4776], [-0.5845, -1.6895, -2.4796], [0.9095, -0.7793, -0.0379], [-0.7299, -1.3036, 0.3877], [1.5561, -2.8771, -0.1088], [0.0598, -3.4321, 0.1725], [0.2400, 2.1288, 0.6926], [0.8154, 1.3719, 1.6496], [-1.0112, 1.7510, 0.0878], [0.5935, 3.0548, 0.2224], [1.7616, 1.7255, 2.0755], [0.4741, 0.3924, 2.0156], [-0.7645, 1.0698, -0.7207], [-1.5753, 1.1636, 0.7148], [-1.6013, 2.5192, -0.2361]], "de_lowest_ev": 2.7789, "spin_multiplicity": 1, "total_charge": 1, "orbital_gap_ha": 0.384, "largest_force_ha_per_bohr": 0.0337}

Record 6
{"formula": "C4H11N2O", "method": "ωB97M-V/def2-TZVPD", "elements": ["C", "C", "C", "C", "N", "N", "O", "H", "H", "H", "H", "H", "H", "H", "H", "H", "H", "H"], "coordinates": [[-1.5069, -0.4577, 1.0064], [-2.0201, -1.4591, -1.1158], [0.9791, 1.1831, 0.5072], [3.0388, 1.9516, -0.2362], [-1.5690, -1.5480, 0.2626], [-0.1619, 0.6330, 0.2673], [1.7864, 1.3772, -0.4716], [-1.0151, -0.6097, 1.9456], [-2.2769, 0.2232, 0.7587], [-2.7898, -0.6091, -1.1451], [-1.2812, -1.3723, -1.8486], [1.3513, 1.3713, 1.5981], [3.1897, 2.4847, 0.6332], [3.3734, 2.6341, -1.1401], [3.9110, 1.1364, -0.1889], [-0.9742, -2.2404, 0.5721], [-2.5258, -2.3998, -1.1521], [-0.2635, 0.5096, -0.7281]], "de_lowest_ev": 3.5566, "spin_multiplicity": 1, "total_charge": 1, "orbital_gap_ha": 0.421, "largest_force_ha_per_bohr": 0.1169}

Record 7
{"formula": "C4H11N2O", "method": "ωB97M-V/def2-TZVPD", "elements": ["O", "C", "N", "C", "N", "C", "C", "H", "H", "H", "H", "H", "H", "H", "H", "H", "H", "H"], "coordinates": [[0.5851, 1.6700, 1.3693], [-0.5322, 1.1974, 1.1148], [-1.6220, 1.9784, 1.0988], [-0.5754, -0.2958, 0.9129], [0.8545, -0.6696, 0.5413], [0.9564, -1.3702, -0.7558], [0.5206, -0.4665, -1.9062], [-1.5634, 2.9338, 1.3964], [-2.3532, 1.7495, 0.4659], [-0.9012, -0.6636, 1.8869], [-1.2488, -0.6143, 0.1244], [1.1240, -1.2260, 1.3500], [1.2343, 0.3085, 0.6806], [0.2671, -2.2106, -0.7320], [2.0160, -1.5788, -0.8900], [-0.5616, -0.5246, -2.0157], [0.9489, -0.7854, -2.8534], [0.8508, 0.5677, -1.7882]], "de_lowest_ev": 1.0252, "smiles": "CC[NH2+]CC(N)=O", "spin_multiplicity": 1, "total_charge": 1, "orbital_gap_ha": 0.436, "largest_force_ha_per_bohr": 0.0571}

Record 8
{"formula": "C4H11N2O2PSSiV", "method": "ωB97M-V/def2-TZVPD", "elements": ["C", "C", "P", "C", "Si", "N", "N", "C", "S", "H", "H", "H", "H", "H", "H", "H", "H", "H", "H", "H", "O", "V", "O"], "coordinates": [[-1.0355, -0.0606, -3.4262], [-0.5527, 0.1496, -1.9061], [0.7872, -1.0576, -1.3207], [0.0610, -2.7985, -1.2115], [1.2982, -0.3405, 0.7294], [2.1740, -1.6695, 1.5263], [-0.2816, 0.0132, 1.5534], [-0.5023, 1.2949, 1.5521], [-0.6610, 2.8760, 0.9991], [-2.1760, 0.1349, -3.4346], [-0.8086, -1.1044, -3.8291], [-0.5869, 0.7564, -4.1116], [-0.1427, 1.2139, -1.7016], [-1.4483, 0.0294, -1.1798], [0.2291, -3.4486, -2.1406], [-1.0884, -2.6680, -1.1142], [0.4046, -3.3723, -0.2667], [2.0498, 0.9027, 0.5903], [1.4546, -2.2169, 2.0275], [2.8350, -1.2386, 2.1972], [-2.2640, 3.5182, 4.8600], [-0.6682, 4.1975, 4.8060], [0.9229, 4.8887, 4.8014]], "spin_multiplicity": 1, "total_charge": 1, "orbital_gap_ha": 0.083, "largest_force_ha_per_bohr": 0.1376}